This record from OMol25 describes a molecular structure, C59H39CsN7O3S. The level of theory is ωB97M-V/def2-TZVPD.

Calculated values
- ΔE to the lowest compared entry with this formula, charge and spin (kJ/mol) = 136.6
- Kohn-Sham gap (alpha / beta) (eV) = 4.840 / 5.465
- total charge = -1
- E (eV) = -89768.9948

CARTESIAN COORDINATES (ANGSTROEM)
1 C 6.01557 -2.26163 1.68332
2 H -1.89378 5.14466 -1.10220
3 C 1.84220 -0.91845 -2.74901
4 C 1.68192 7.36266 -0.81726
5 C 3.23092 -3.22403 3.93565
6 C 3.52148 0.16179 -5.90286
7 H -5.41639 1.19922 2.17809
8 H -5.70420 2.24177 -1.96282
9 C -1.22879 2.39559 3.63354
10 H -5.86432 -1.18517 0.21366
11 C -5.97045 1.72667 1.40501
12 C -7.21160 3.04219 -0.67308
13 C 1.13643 2.45770 -1.51587
14 C -7.18322 2.36313 1.63493
15 Cs 0.21826 -0.02075 0.94125
16 H 0.04058 -5.31044 -0.51232
17 H 5.18729 -2.76614 -5.40953
18 C 4.47737 -0.86935 -6.13539
19 C 4.53033 -1.92742 -5.28684
20 H -0.70750 -4.72053 -2.73966
21 C 1.83731 0.44214 -2.14848
22 C 2.61423 2.68759 -1.80345
23 H -2.00808 -1.32741 4.27982
24 N -2.16103 1.70404 2.96958
25 C -0.71781 0.32838 4.85002
26 H 2.07610 8.38650 -0.81903
27 C 0.72843 4.74361 -0.88208
28 C -0.52494 1.67365 4.63982
29 H 5.17318 -0.78376 -6.98467
30 C 6.24190 -2.00134 0.34858
31 H -7.55757 2.44478 2.64150
32 H -2.72729 2.25831 2.30044
33 C 1.05851 -1.93805 -2.39223
34 C 5.10749 -2.04468 -0.53940
35 H -0.59194 -6.52228 3.48453
36 C 1.16028 5.29924 0.33245
37 C 3.12985 1.34924 -2.18178
38 H -2.60287 -4.96967 3.66995
39 N -1.69142 1.91169 -0.46157
40 H 0.23766 2.15487 5.19018
41 H 1.94890 0.92808 -4.70821
42 N 3.43439 2.00744 -0.86758
43 C 3.84894 -2.30267 -0.10046
44 C -0.59315 -2.92817 -1.36441
45 C 0.82698 -3.18370 -3.11294
46 C 0.70979 -3.10082 3.66266
47 C -2.35846 -4.28282 1.71203
48 H 5.32754 -2.97537 4.16617
49 C -6.04828 2.35405 -0.93018
50 C -2.76587 -2.15545 -0.25575
51 C -1.16131 3.04343 -0.73461
52 H 0.72957 -6.64370 1.42032
53 S -0.91563 3.98475 3.24215
54 C 0.24999 3.33604 -0.99877
55 H -7.67805 3.58108 -1.47899
56 O -0.15579 -2.45558 3.02584
57 H 2.98889 -3.56660 4.92750
58 H 3.81445 -2.82399 -3.55772
59 C -0.89702 -5.98098 2.59114
60 C -1.67713 -3.16299 -0.39189
61 C 3.62775 -1.96719 -4.18760
62 O 0.68736 -3.84677 4.65022
63 C -3.79637 -0.26884 -0.10691
64 H 0.22812 5.06452 -2.87212
65 H 1.30015 -3.44205 -4.06754
66 C -2.47652 0.37202 3.17576
67 C -3.09149 2.13184 -0.36733
68 C 4.49748 -2.96684 3.50209
69 H -8.65270 3.65600 0.83481
70 C -0.59801 -5.26635 0.36157
71 C 4.70237 -2.57389 2.14706
72 C -5.34657 1.71577 0.14095
73 H -3.20763 -0.00406 2.41457
74 C -2.00210 -5.12416 2.74158
75 N -2.55681 -0.84310 -0.31858
76 C 1.65325 6.58388 0.34683
77 H 7.23578 -1.88725 0.00006
78 H -4.29448 4.06604 -0.52990
79 H 5.31769 -1.82696 -1.60297
80 H -3.12641 -3.55906 1.87627
81 N 2.35473 -2.64515 1.79455
82 N 0.79232 1.12343 -1.83984
83 C -1.75245 -0.30435 4.10324
84 H 2.96880 3.70907 -2.07090
85 C 3.60805 -2.48300 1.31198
86 C 0.70390 5.54335 -2.00838
87 H 4.03223 1.19027 -2.75981
88 C 2.72415 -0.96288 -3.93955
89 C -4.77375 -1.26976 0.15327
90 N 0.21260 -1.88577 -1.27518
91 H 2.94151 -2.30439 -0.68054
92 H 1.04913 4.70540 1.22942
93 C -4.10734 -2.46182 0.03854
94 C -3.30182 3.54557 -0.50605
95 C -3.98148 1.14479 -0.12315
96 H 3.52238 0.98035 -6.63230
97 C -0.19212 -6.04035 1.43124
98 C -1.64176 -4.30527 0.47287
99 C 1.12477 6.88985 -1.95297
100 C -7.77346 3.07143 0.59297
101 C -0.18652 -3.79348 -2.52419
102 H 1.07039 7.56830 -2.84567
103 C -2.14966 4.13184 -0.79202
104 O 4.54801 2.28946 -0.39245
105 C 2.64284 0.08073 -4.84904
106 H 6.82788 -2.29878 2.38717
107 H -4.50637 -3.43572 0.02473
108 H -0.10303 -0.17179 5.58769
109 H 1.94268 6.99483 1.31725
110 C 2.18965 -2.98000 3.04926

---

This record from OMol25 describes a molecular structure, C59H45BrKN10O3P2. The level of theory is ωB97M-V/def2-TZVPD.

Calculated values
- ΔE to the lowest compared entry with this formula, charge and spin (kJ/mol) = 6.1
- Kohn-Sham gap (eV) = 5.560
- total charge = -1
- E (eV) = -187906.2046

CARTESIAN COORDINATES (ANGSTROEM)
1 H -2.62906 5.45140 6.33439
2 C 5.19047 -0.06615 -0.18870
3 C 1.86156 -1.16431 -2.47209
4 H 0.36219 4.90695 0.49695
5 H 5.17117 -0.74067 -2.88624
6 N 7.17595 -0.96267 -1.12605
7 N -0.89086 3.30854 1.10302
8 C -2.28021 3.81774 3.38103
9 C -3.19227 -7.15129 -4.52439
10 C 5.82451 -4.74976 -2.29807
11 C 1.24714 0.94288 5.22908
12 C -3.66049 -3.23816 -1.66694
13 O -0.60927 -2.15819 4.16976
14 O -2.60884 -1.41424 3.47831
15 H -0.37433 5.09932 2.09612
16 H 6.92740 -4.38771 -4.10126
17 C -3.47829 3.37789 -1.31851
18 H -3.53283 4.13187 1.66074
19 H -5.42550 4.03304 -1.93485
20 H 1.08343 -4.82524 -1.54511
21 C -2.50600 5.57668 -2.69426
22 C -1.15418 -3.44570 -0.64853
23 C -0.54117 4.73446 1.08485
24 N 6.56450 -0.08243 -0.47896
25 H 3.46383 -4.10702 1.72689
26 C -1.83155 -2.29455 3.91289
27 H -0.65063 0.42949 4.41049
28 H 3.18023 1.63495 5.85199
29 H -1.34827 5.33200 0.65458
30 C -3.46147 -5.41297 -2.89229
31 C 3.05191 2.58044 -2.45367
32 N -4.49330 -7.43405 -4.56075
33 H 1.26160 0.05479 5.84834
34 H -2.12241 6.43385 -3.23517
35 C -2.04136 4.19632 4.69859
36 H -3.99351 0.97947 2.09992
37 O 1.31177 0.30241 1.19936
38 C 2.78005 -0.42373 -0.50265
39 C -2.91145 -4.35145 -2.01500
40 C -4.33020 0.48368 1.19592
41 C -1.62695 4.72046 -2.04387
42 C -2.63713 -6.16860 -3.72011
43 H -2.55298 -7.73811 -5.17566
44 C 1.54288 -3.13517 1.76300
45 C -3.87376 5.33735 -2.65062
46 C -2.83013 5.16701 5.30867
47 P -1.36997 2.48114 2.52088
48 C 2.96417 2.83457 -1.09227
49 H -5.52945 -5.18810 -2.29652
50 H -3.85420 2.50644 -0.79528
51 C 0.65782 2.37306 -2.55434
52 C -3.93995 -1.10907 -0.37712
53 H 1.95410 2.12626 -4.24376
54 C -3.86310 5.77099 4.60907
55 H 3.18100 -1.39375 -4.16952
56 C -5.28023 -6.71028 -3.76683
57 H -1.23294 3.73404 5.25208
58 C 1.20413 3.15921 3.56260
59 H 5.51043 -2.62323 0.30580
60 N -1.87492 -2.36455 -0.34790
61 C 2.29992 2.92860 4.37949
62 H -6.33897 -6.94682 -3.79219
63 C 0.55789 2.63433 -1.18785
64 Br 5.24290 -6.47271 -2.85664
65 H 1.68122 -2.61767 2.70763
66 H -1.57211 -5.98404 -3.77550
67 N 1.69788 -0.79408 -1.22499
68 N 0.37369 -2.98128 1.15856
69 C -5.53720 0.80118 0.58826
70 C 4.89398 0.51399 1.04406
71 C 0.11361 2.28813 3.57253
72 C 4.09882 -0.47789 -1.02530
73 H -0.56116 4.90747 -2.08296
74 H -4.66896 -3.12731 -2.03655
75 H 7.67323 -2.12721 -3.34626
76 C 3.62398 0.58465 1.57685
77 C 7.02639 -2.73569 -2.72539
78 C -4.82105 -5.70622 -2.92944
79 C -1.63510 -4.45374 -1.48046
80 C 6.62208 -3.99492 -3.14108
81 C -2.10291 3.61295 -1.34148
82 C 0.15025 1.16723 4.40412
83 H -4.47308 6.53000 5.08364
84 H 1.21328 4.01643 2.90157
85 C 2.31998 1.82051 5.22070
86 C 1.19541 -4.36634 -0.56928
87 H -0.23816 2.17179 -3.13339
88 H 1.67452 2.98059 0.61362
89 C 2.52017 -3.95419 1.21255
90 C 1.72634 2.85137 -0.46211
91 H 0.96660 -1.46457 -3.01608
92 H -5.44618 -1.20550 -1.93675
93 H 3.14459 3.60657 4.35221
94 H 5.74098 0.89820 1.60483
95 C 5.43948 -4.27610 -1.05605
96 C 3.10556 -1.14468 -3.11802
97 N -3.53004 -0.44674 0.69861
98 H 4.02109 2.53852 -2.93641
99 H -4.55778 6.00636 -3.15925
100 C -3.11226 -2.27019 -0.83036
101 C 6.60643 -2.21681 -1.50158
102 H -2.26319 -3.31197 4.04643
103 N 2.35549 -4.56266 0.04542
104 C 0.18289 -3.59351 -0.00406
105 H -4.91906 5.85983 2.73751
106 K -0.82588 -0.66458 1.86095
107 C 1.89435 2.34650 -3.18430
108 H -6.18831 1.55854 1.01076
109 C -3.33469 4.42169 2.68964
110 C -4.36134 4.23554 -1.96247
111 H 3.86408 2.97476 -0.50549
112 P -1.06717 2.43780 -0.37152
113 C -5.12769 -0.73787 -1.01241
114 H 3.44703 1.03345 2.54726
115 H 4.80990 -4.88520 -0.42172
116 N -5.92414 0.21349 -0.53915
117 C -4.11381 5.39481 3.29343
118 C 4.21543 -0.79875 -2.39653
119 C 5.82773 -3.00476 -0.65810
120 C 2.49546 0.15320 0.83440
121 H -1.04147 -5.34207 -1.64190